C12H43N17O9Pb | ωB97M-V/def2-TZVPD

largest force on an atom: 7.14 eV Å⁻¹
E_tot: -2283.6756 a.u.
total charge: +2

Cartesian coordinates (Å):
Pb: -0.141 -0.763 0.032
C: -2.130 -3.815 0.549
O: -1.580 -2.748 0.752
N: -2.360 -4.476 -0.541
N: -2.806 -4.485 1.514
H: -2.999 -5.252 -0.634
H: -1.737 -4.257 -1.306
H: -2.819 -4.183 2.478
H: -3.444 -5.225 1.257
C: 3.313 0.582 0.263
O: 2.224 0.189 0.018
N: 3.723 0.750 1.494
N: 4.158 1.053 -0.575
H: 4.458 1.408 1.711
H: 3.267 0.381 2.316
H: 3.962 1.083 -1.566
H: 5.066 1.327 -0.227
C: -2.270 -1.470 -3.265
O: -2.158 -1.302 -2.072
N: -1.701 -2.455 -3.925
N: -2.988 -0.653 -3.941
H: -1.176 -3.123 -3.379
H: -1.835 -2.744 -4.883
H: -3.284 0.194 -3.477
H: -2.858 -0.831 -4.927
C: 0.076 2.105 -2.417
O: -0.234 1.195 -1.671
N: 0.904 1.995 -3.376
N: -0.468 3.306 -2.386
H: 0.956 2.723 -4.074
H: 1.279 1.067 -3.516
H: -1.149 3.489 -1.663
H: -0.119 4.095 -2.913
C: 2.057 -1.823 -2.714
O: 1.121 -1.576 -2.028
N: 3.161 -1.077 -2.710
N: 2.210 -2.737 -3.582
H: 3.246 -0.305 -2.063
H: 3.944 -1.469 -3.213
H: 1.510 -3.457 -3.686
H: 2.763 -2.529 -4.401
C: 2.621 -2.860 0.889
O: 1.487 -2.505 0.791
N: 3.383 -3.170 -0.101
N: 3.438 -3.019 1.927
H: 3.155 -3.110 -1.084
H: 4.279 -3.611 0.049
H: 3.036 -2.870 2.841
H: 4.427 -3.059 1.726
C: -0.653 -0.939 3.609
O: -0.145 -0.962 2.531
N: -0.059 -0.385 4.653
N: -1.914 -1.193 3.809
H: 0.871 -0.012 4.520
H: -0.439 -0.507 5.581
H: -2.281 -1.324 4.741
H: -2.515 -1.177 2.997
C: -3.519 0.500 0.150
O: -2.332 0.378 0.271
N: -4.234 0.276 -0.959
N: -4.306 0.901 1.098
H: -3.706 -0.249 -1.642
H: -5.241 0.350 -0.931
H: -3.851 1.115 1.975
H: -5.259 1.208 0.964
C: -1.365 2.371 2.847
C: -0.750 2.826 1.521
C: -0.201 4.284 1.367
O: 1.108 4.595 1.846
C: 1.687 5.691 1.114
N: 0.278 1.798 1.409
H: -2.243 2.996 3.012
H: -0.613 2.311 3.635
H: -1.774 1.361 2.851
H: -1.513 2.653 0.762
H: -0.951 4.886 1.881
H: -0.263 4.528 0.307
H: 2.380 6.228 1.761
H: 0.835 6.294 0.797
H: 2.211 5.376 0.211
H: 0.995 2.051 0.744
H: 0.795 1.789 2.277

In the Mulliken picture, each atom carries the following charge in e: number 1, Pb, carries 3.45; number 2, C, carries 0.40; number 3, O, carries -0.43; number 4, N, carries -0.36; number 5, N, carries -0.46; number 6, H, carries 0.19; number 7, H, carries 0.13; number 8, H, carries 0.21; number 9, H, carries 0.12; number 10, C, carries 0.45; number 11, O, carries -0.06; number 12, N, carries -0.43; number 13, N, carries -0.42; number 14, H, carries 0.16; number 15, H, carries 0.15; number 16, H, carries 0.19; number 17, H, carries 0.17; number 18, C, carries 0.88; number 19, O, carries -0.70; number 20, N, carries -0.44; number 21, N, carries -0.46; number 22, H, carries 0.13; number 23, H, carries 0.19; number 24, H, carries 0.22; number 25, H, carries 0.18; number 26, C, carries 0.37; number 27, O, carries -0.37; number 28, N, carries -0.42; number 29, N, carries -0.45; number 30, H, carries 0.18; number 31, H, carries 0.17; number 32, H, carries 0.18; number 33, H, carries 0.17; number 34, C, carries -0.37; number 35, O, carries 0.05; number 36, N, carries -0.23; number 37, N, carries -0.36; number 38, H, carries -0.18; number 39, H, carries 0.18; number 40, H, carries 0.25; number 41, H, carries 0.17; number 42, C, carries 0.51; number 43, O, carries -0.54; number 44, N, carries -0.36; number 45, N, carries -0.41; number 46, H, carries 0.17; number 47, H, carries 0.12; number 48, H, carries 0.23; number 49, H, carries 0.15; number 50, C, carries 0.21; number 51, O, carries -0.49; number 52, N, carries -0.38; number 53, N, carries -0.42; number 54, H, carries 0.22; number 55, H, carries 0.15; number 56, H, carries 0.17; number 57, H, carries 0.16; number 58, C, carries 0.28; number 59, O, carries -0.22; number 60, N, carries -0.43; number 61, N, carries -0.42; number 62, H, carries -0.05; number 63, H, carries 0.15; number 64, H, carries 0.24; number 65, H, carries 0.20; number 66, C, carries -1.24; number 67, C, carries 1.02; number 68, C, carries -0.98; number 69, O, carries -0.40; number 70, C, carries -0.69; number 71, N, carries 0.02; number 72, H, carries 0.41; number 73, H, carries 0.49; number 74, H, carries -0.09; number 75, H, carries -0.21; number 76, H, carries 0.31; number 77, H, carries 0.39; number 78, H, carries 0.28; number 79, H, carries 0.33; number 80, H, carries 0.24; number 81, H, carries -0.06; number 82, H, carries 0.15


C12H44AsF6O10 | ωB97M-V/def2-TZVPD

largest force on an atom: 2.38 eV Å⁻¹
energy above the lowest of the compared OMol25 structures with the same formula, charge and spin: 57.0 kJ/mol
E_tot: -4071.2088 a.u.
total charge: -1

Cartesian coordinates (Å):
As: -1.093 -0.501 -0.111
F: -1.385 0.500 1.309
F: 0.213 0.526 -0.650
F: -1.021 -1.419 -1.634
F: -2.474 -1.517 0.311
F: -2.257 0.562 -0.927
F: 0.016 -1.513 0.804
O: -1.206 -4.205 -1.464
H: -1.444 -3.263 -1.414
H: -2.050 -4.662 -1.529
O: 0.997 -1.634 -3.466
H: 1.502 -1.699 -2.648
H: 0.102 -1.432 -3.176
O: -4.885 0.289 1.276
H: -4.493 -0.572 1.119
H: -4.607 0.825 0.510
O: 1.224 -4.127 -0.319
H: 0.426 -4.389 -0.822
H: 0.920 -3.436 0.275
O: -4.770 1.080 -1.315
H: -3.781 1.126 -1.276
H: -4.949 0.806 -2.218
O: -1.891 0.152 3.911
H: -1.518 0.322 3.029
H: -2.831 0.339 3.812
C: -3.148 4.000 -4.760
C: -2.689 2.585 -5.023
C: -2.385 1.889 -3.699
O: -3.685 1.901 -5.786
H: -3.298 4.635 -5.632
H: -2.367 4.506 -4.181
H: -4.025 4.011 -4.110
H: -1.795 2.590 -5.652
H: -1.484 2.312 -3.263
H: -2.266 0.824 -3.916
H: -3.260 1.960 -3.055
H: -4.149 1.288 -5.208
C: -0.478 -3.127 3.985
C: -0.125 -2.508 5.344
C: 0.933 -1.396 5.262
O: -1.315 -1.906 5.821
H: -1.476 -3.576 4.021
H: 0.134 -3.956 3.623
H: -0.618 -2.357 3.225
H: 0.159 -3.253 6.089
H: 0.736 -0.679 4.469
H: 1.915 -1.867 5.145
H: 1.002 -0.871 6.216
H: -1.651 -1.236 5.203
C: 3.352 0.510 2.754
C: 4.218 -0.516 2.014
C: 3.383 -1.660 1.487
O: 4.893 0.161 0.979
H: 3.018 0.126 3.722
H: 2.551 0.877 2.113
H: 3.955 1.352 3.108
H: 4.935 -0.890 2.748
H: 2.625 -1.442 0.740
H: 2.871 -2.209 2.288
H: 4.059 -2.464 1.181
H: 4.270 0.475 0.306
C: 2.337 2.110 -3.002
C: 3.099 2.024 -1.662
C: 2.874 3.205 -0.768
O: 2.900 0.779 -1.030
H: 2.386 1.128 -3.477
H: 2.902 2.742 -3.694
H: 1.313 2.484 -2.978
H: 4.112 2.077 -2.072
H: 3.169 4.170 -1.180
H: 3.549 3.068 0.085
H: 1.869 3.231 -0.339
H: 1.950 0.734 -0.826

In the Mulliken picture, each atom carries the following charge in e: number 1, As, carries 2.21; number 2, F, carries -0.64; number 3, F, carries -0.65; number 4, F, carries -0.59; number 5, F, carries -0.54; number 6, F, carries -0.53; number 7, F, carries -0.45; number 8, O, carries -0.70; number 9, H, carries 0.32; number 10, H, carries 0.29; number 11, O, carries -0.65; number 12, H, carries 0.29; number 13, H, carries 0.38; number 14, O, carries -0.70; number 15, H, carries 0.32; number 16, H, carries 0.31; number 17, O, carries -0.67; number 18, H, carries 0.43; number 19, H, carries 0.23; number 20, O, carries -0.72; number 21, H, carries 0.60; number 22, H, carries 0.27; number 23, O, carries -0.63; number 24, H, carries 0.41; number 25, H, carries 0.27; number 26, C, carries -1.27; number 27, C, carries 0.53; number 28, C, carries -0.93; number 29, O, carries -0.56; number 30, H, carries 0.36; number 31, H, carries 0.32; number 32, H, carries 0.27; number 33, H, carries 0.27; number 34, H, carries 0.29; number 35, H, carries 0.38; number 36, H, carries -0.10; number 37, H, carries 0.31; number 38, C, carries -0.90; number 39, C, carries 0.25; number 40, C, carries -0.92; number 41, O, carries -0.63; number 42, H, carries 0.39; number 43, H, carries 0.42; number 44, H, carries -0.08; number 45, H, carries 0.29; number 46, H, carries 0.07; number 47, H, carries 0.37; number 48, H, carries 0.33; number 49, H, carries 0.47; number 50, C, carries -0.92; number 51, C, carries 0.32; number 52, C, carries -0.81; number 53, O, carries -0.61; number 54, H, carries 0.23; number 55, H, carries 0.11; number 56, H, carries 0.34; number 57, H, carries 0.35; number 58, H, carries -0.03; number 59, H, carries 0.28; number 60, H, carries 0.35; number 61, H, carries 0.39; number 62, C, carries -1.31; number 63, C, carries 0.55; number 64, C, carries -1.24; number 65, O, carries -0.44; number 66, H, carries 0.38; number 67, H, carries 0.47; number 68, H, carries 0.10; number 69, H, carries 0.34; number 70, H, carries 0.43; number 71, H, carries 0.29; number 72, H, carries 0.26; number 73, H, carries 0.36


C12H44O16 | ωB97M-V/def2-TZVPD

largest force on an atom: 5.33 eV Å⁻¹
energy above the lowest of the compared OMol25 structures with the same formula, charge and spin: 442.6 kJ/mol
E_tot: -1687.2137 a.u.

Cartesian coordinates (Å):
O: 1.203 1.073 -2.500
H: 2.144 1.280 -2.374
H: 0.734 1.918 -2.568
O: 2.509 -1.519 -1.350
H: 2.734 -0.602 -1.323
H: 2.587 -1.839 -0.411
O: -0.361 -0.230 -0.430
H: -0.266 0.289 0.343
H: 0.175 0.181 -1.102
O: -3.040 -0.357 0.486
H: -3.267 -1.229 0.137
H: -2.335 -0.114 -0.089
C: -1.596 0.402 4.704
C: -1.548 -0.228 3.261
O: -0.710 -1.375 3.370
O: -2.646 1.255 4.844
H: -0.711 0.977 4.798
H: -1.535 -0.314 5.483
H: -1.195 0.539 2.523
H: -2.554 -0.493 2.875
H: -0.411 -1.564 2.421
H: -2.571 2.007 4.243
C: 2.045 0.293 3.058
C: 3.050 1.402 2.590
O: 3.812 0.694 1.649
O: 1.254 -0.080 2.026
H: 1.373 0.756 3.853
H: 2.622 -0.396 3.614
H: 3.735 1.732 3.401
H: 2.590 2.107 1.930
H: 3.639 1.107 0.801
H: 0.974 0.796 1.741
C: -1.364 3.962 0.971
C: -0.409 3.114 1.721
O: 0.104 2.276 0.799
O: -1.722 5.110 1.721
H: -2.180 3.408 0.618
H: -0.807 4.194 0.107
H: -0.923 2.665 2.615
H: 0.340 3.753 2.024
H: 0.927 2.722 0.473
H: -1.138 5.826 1.445
C: 0.996 -1.580 -5.273
C: 2.119 -2.190 -4.505
O: 1.561 -2.931 -3.415
O: 0.335 -0.494 -4.681
H: 0.267 -2.360 -5.611
H: 1.279 -1.238 -6.194
H: 2.757 -1.450 -3.942
H: 2.801 -2.899 -5.074
H: 2.015 -2.572 -2.599
H: 0.741 -0.282 -3.825
C: 0.596 -4.698 2.018
C: 0.235 -3.907 0.723
O: -0.142 -2.526 0.938
O: 0.724 -5.984 1.559
H: -0.120 -4.656 2.820
H: 1.654 -4.363 2.338
H: -0.527 -4.530 0.235
H: 1.149 -4.004 0.196
H: 0.087 -1.973 0.225
H: 0.969 -6.549 2.297
C: -2.785 1.552 -3.937
C: -2.482 1.193 -2.534
O: -2.295 2.439 -1.887
O: -1.569 2.008 -4.603
H: -3.475 2.386 -3.957
H: -3.161 0.694 -4.581
H: -1.577 0.715 -2.663
H: -3.137 0.551 -1.932
H: -3.079 2.946 -1.674
H: -1.203 1.205 -4.958

In the Mulliken picture, each atom carries the following charge in e: number 1, O, carries -0.62; number 2, H, carries 0.22; number 3, H, carries 0.23; number 4, O, carries -0.57; number 5, H, carries 0.17; number 6, H, carries 0.27; number 7, O, carries -0.27; number 8, H, carries 0.33; number 9, H, carries -0.06; number 10, O, carries -0.63; number 11, H, carries 0.30; number 12, H, carries 0.15; number 13, C, carries -0.85; number 14, C, carries 1.20; number 15, O, carries -0.53; number 16, O, carries -0.59; number 17, H, carries 0.30; number 18, H, carries 0.44; number 19, H, carries -0.75; number 20, H, carries 0.33; number 21, H, carries 0.33; number 22, H, carries 0.34; number 23, C, carries -0.33; number 24, C, carries -0.34; number 25, O, carries -0.53; number 26, O, carries 0.40; number 27, H, carries 0.00; number 28, H, carries 0.47; number 29, H, carries 0.34; number 30, H, carries 0.03; number 31, H, carries 0.30; number 32, H, carries -0.09; number 33, C, carries -0.86; number 34, C, carries 0.25; number 35, O, carries -0.29; number 36, O, carries -0.58; number 37, H, carries 0.31; number 38, H, carries 0.47; number 39, H, carries -0.41; number 40, H, carries 0.46; number 41, H, carries 0.18; number 42, H, carries 0.34; number 43, C, carries -0.64; number 44, C, carries -0.40; number 45, O, carries -0.51; number 46, O, carries -0.45; number 47, H, carries 0.33; number 48, H, carries 0.42; number 49, H, carries 0.23; number 50, H, carries 0.28; number 51, H, carries 0.46; number 52, H, carries 0.37; number 53, C, carries -0.49; number 54, C, carries -0.27; number 55, O, carries -0.29; number 56, O, carries -0.53; number 57, H, carries 0.41; number 58, H, carries 0.17; number 59, H, carries 0.29; number 60, H, carries 0.25; number 61, H, carries 0.16; number 62, H, carries 0.31; number 63, C, carries -0.53; number 64, C, carries 0.20; number 65, O, carries -0.50; number 66, O, carries -0.50; number 67, H, carries 0.26; number 68, H, carries 0.31; number 69, H, carries -0.05; number 70, H, carries 0.22; number 71, H, carries 0.31; number 72, H, carries 0.30


no.,HOMO (Ha),gap between HOMO and LUMO (eV)
1,-0.482,9.03
2,-0.268,9.53
3,-0.332,8.03